# 1
One molecule with the formula C4H9OP. Source: the Open Molecules 2025 dataset; level of theory: ωB97M-V with the def2-TZVPD basis set.

Summary:
- HOMO-LUMO gap: 0.3259 hartree
- Relative energy (zero: lowest compared OMol25 entry of this formula, charge and spin): 40.7 kcal/mol
- Largest force on an atom: 4.41 eV/Å
- SMILES: CC[C@H](C)P=O

Last column: Löwdin charge in e.
Positions of all 15 atoms, in Å:
C1 1.17938 1.48504 0.51198  -0.1399
C2 0.62316 0.63816 -0.62560  -0.2120
C3 -0.75307 -0.47910 -0.01090  -0.5375
C4 -0.34961 -1.95694 -0.00147  -0.1581
P1 -2.24438 0.22706 -0.74218  0.8058
O1 -3.05114 0.79133 0.30652  -0.4703
H1 0.85961 2.58086 0.51224  0.1009
H2 2.25797 1.56886 0.21734  0.0839
H3 1.04585 0.99488 1.41271  0.0294
H4 1.26356 -0.15723 -1.06714  0.0800
H5 0.22153 1.29200 -1.52067  0.0953
H6 -0.49735 -0.06255 1.01114  0.0697
H7 -0.15861 -2.23674 -1.05481  0.0608
H8 0.67987 -2.00087 0.69651  0.1387
H9 -1.07677 -2.68476 0.35433  0.0533

***

# 2
A 2-piece molecular cluster, C4H9OPS overall. Source: the Open Molecules 2025 dataset; level of theory: ωB97M-V with the def2-TZVPD basis set.

Summary:
- HOMO-LUMO gap: 0.3474 hartree
- Relative energy (zero: lowest compared OMol25 entry of this formula, charge and spin): 63.6 kcal/mol
- Largest force on an atom: 5.16 eV/Å
- SMILES: C1C[C@H]2SP2C1.O

Last column: Löwdin charge in e.
Positions of all 16 atoms, in Å:
C1 1.29253 -0.53189 -0.24329  -0.3140
C2 0.60753 -1.72134 0.46485  -0.2660
C3 -0.61629 -1.15470 1.11765  -0.7966
S1 -0.35413 0.48825 1.54760  0.6027
P1 -1.47740 0.03082 -0.05874  0.7446
C4 0.13975 -0.10652 -1.16589  -0.3802
H1 1.61387 0.23770 0.30870  0.0130
H2 2.02723 -1.02030 -0.85769  0.1086
H3 0.32247 -2.32733 -0.34439  0.0937
H4 1.23750 -2.11589 1.21659  0.1034
H5 -1.09383 -1.65567 1.87119  0.0313
H6 0.21168 0.90055 -1.51297  0.0325
H7 0.26864 -0.71347 -2.05274  0.0762
O1 -1.51489 3.50986 -0.32849  -0.1335
H8 -0.67389 2.84073 -0.43227  0.0880
H9 -1.99076 3.33920 0.46989  -0.0037

***

Q: Which HOMO values were calculated for the entries above? A: -9.02; -8.80, in eV.